## one
This record from the OMol25 dataset describes the ion C5H11N2 with charge +1. The level of theory is wB97M-V/def2-TZVPD.

Its SMILES is C=CNC[N+](=C)C. As for the charge: +1. The LUMO energy (alpha / beta) is -4.620 / -4.620 eV.

Positions of all 18 atoms, in Å:
C  1.804  1.243  0.244
C  2.191  -0.057  0.174
N  1.363  -1.066  -0.315
C  0.058  -0.919  -0.734
N  -1.056  -0.351  0.188
C  -0.739  0.315  1.289
C  -2.352  0.012  -0.448
H  2.455  2.114  0.439
H  0.931  1.571  -0.225
H  3.109  -0.407  0.412
H  1.716  -2.021  -0.243
H  -0.410  -1.806  -1.095
H  -0.161  -0.178  -1.562
H  -1.474  1.081  1.747
H  0.273  0.197  1.944
H  -2.556  -0.771  -1.079
H  -3.038  0.238  0.329
H  -2.115  0.804  -1.067


## two
This record from the OMol25 dataset describes the ion C5H11N2 with charge +1. The level of theory is wB97M-V/def2-TZVPD.

Its SMILES is C=C/C(NC)=[NH+]/C. As for the charge: +1. The LUMO energy is -3.012 eV.

Positions of all 18 atoms, in Å:
C  -2.070  -1.415  0.345
C  -1.497  -0.758  -0.666
C  0.124  -0.172  -0.370
N  0.317  1.099  -0.267
C  -0.812  1.991  0.063
N  1.092  -1.022  -0.132
C  2.434  -0.535  0.136
H  -3.044  -1.779  0.412
H  -1.654  -1.844  1.266
H  -1.928  -0.499  -1.560
H  1.237  1.295  0.101
H  -0.704  2.540  1.127
H  -0.753  2.707  -0.766
H  -1.817  1.569  -0.008
H  0.717  -1.958  -0.087
H  2.753  0.110  -0.700
H  3.239  -1.195  0.035
H  2.365  -0.135  1.071


## three
This record from the OMol25 dataset describes the ion C5H11N2 with charge +1. The level of theory is wB97M-V/def2-TZVPD.

Its SMILES is C=N/C=C/CC[NH3+]. As for the charge: +1. The LUMO energy is -3.527 eV.

Positions of all 18 atoms, in Å:
C  0.181  3.397  0.231
N  0.596  2.203  0.052
C  -0.265  1.130  0.318
C  -0.440  0.058  -0.458
C  -1.096  -1.208  0.039
C  -0.304  -2.460  -0.308
N  1.141  -2.150  0.029
H  -0.836  3.767  0.204
H  0.995  4.114  0.272
H  -0.784  1.116  1.273
H  -0.104  -0.026  -1.487
H  -2.138  -1.254  -0.275
H  -1.295  -1.163  1.126
H  -0.674  -3.267  0.311
H  -0.275  -2.773  -1.352
H  1.300  -1.592  0.874
H  1.609  -1.575  -0.680
H  1.787  -2.944  0.055


What is the stability order? It is three, two, one, from most stable to least stable.